# 1
An isolated ion of composition C7H16N3S and charge +1 in a non-equilibrium geometry, computed with ωB97M-V/def2-TZVPD.

The geometry in XYZ format:
```
27
Properties=species:S:1:pos:R:3
C -0.86510 -1.07351 1.06371
C 0.01872 1.12200 0.06223
C -0.45432 -1.67765 2.35600
C 2.40574 1.55216 -0.23423
C 1.28561 0.01333 -1.91253
C -2.77550 -2.48525 0.84505
C 1.09309 1.30005 -0.99796
N -0.07563 -0.18473 0.58628
N -1.90486 -1.45529 0.33932
N 0.71098 2.36400 -1.80673
S -0.82997 2.43946 0.59074
H -1.24124 -1.44639 3.17188
H -0.42175 -2.83918 2.25667
H 0.48945 -1.20892 2.60711
H 2.70868 2.64209 -0.11004
H 3.36561 1.19963 -0.72494
H 2.27349 1.15086 0.75787
H 1.88774 0.39940 -2.65964
H 1.71938 -0.83381 -1.42652
H 0.31145 -0.23186 -2.22744
H -3.25742 -2.04303 1.79411
H -3.49913 -2.69452 0.05963
H -2.17452 -3.27029 1.28383
H -2.12016 -0.99418 -0.44262
H -0.23300 3.18565 -0.38857
H 0.03740 2.14567 -2.58748
H 1.54526 2.92431 -2.25572
```

Calculated values
- highest occupied orbital energy (eV) = -13.109
- LUMO level (eV) = -3.65
- electronic energy (eV) = -22816.17337
- relative energy (zero: lowest compared OMol25 entry of this formula, charge and spin) (kcal per mole) = 65.67
- charge = +1

# 2
A 12-piece molecular cluster, C26H36F7N5O31 overall in a non-equilibrium geometry, computed with ωB97M-V/def2-TZVPD.

The geometry in XYZ format:
```
105
Properties=species:S:1:pos:R:3
O 0.50041 -0.36322 4.62508
C 1.62037 -0.62940 4.34396
O 2.71087 -0.27890 5.03889
C 3.84006 -0.99342 4.52086
C 3.36282 -1.44452 3.15426
F 3.76968 -2.69910 2.84563
O 1.95426 -1.34896 3.23275
H 4.66723 -0.28938 4.48074
H 4.12656 -1.81955 5.17136
H 3.68323 -0.79160 2.33920
O 2.02071 -3.36844 -1.30231
C 1.56114 -3.75411 -0.28158
O 2.20499 -3.73894 0.90348
C 1.43464 -4.55043 1.77830
C 0.02513 -4.25844 1.28299
F -0.42992 -3.04579 1.68282
O 0.27070 -4.16211 -0.10915
H 1.64968 -5.60702 1.59155
H 1.61431 -4.36004 2.83158
H -0.64570 -5.07660 1.53160
O -3.36482 3.08040 -5.25505
C -2.94588 2.24562 -4.53554
O -3.70849 1.38892 -3.81669
C -2.86224 0.53176 -3.08245
C -1.46845 1.14384 -3.22226
F -0.57918 0.16594 -3.56879
O -1.62377 1.99304 -4.32292
H -3.23264 0.41247 -2.06070
H -2.86175 -0.51068 -3.42410
H -1.15175 1.64425 -2.30922
O 3.35359 -0.46215 -0.14235
C 4.09707 -1.24702 -0.62875
O 4.53858 -1.23873 -1.90480
C 5.03913 -2.55601 -2.15109
C 5.56817 -2.94037 -0.77943
F 6.78354 -2.41482 -0.47427
O 4.60966 -2.31396 0.04028
H 4.22980 -3.23954 -2.41843
H 5.76826 -2.55005 -2.95774
H 5.61422 -4.02362 -0.69119
O 4.33778 5.35752 0.26294
C 3.17793 5.13779 0.30916
O 2.61168 3.96216 -0.01652
C 1.18887 4.12507 -0.10792
C 0.96675 5.40955 0.67116
F 0.70646 5.19480 1.99806
O 2.21525 6.05900 0.60252
H 0.95813 4.29209 -1.15732
H 0.66684 3.29553 0.35474
H 0.17320 6.02681 0.25709
O 3.50827 -4.06930 -5.65042
C 2.90640 -3.18499 -5.14166
O 2.95976 -1.89097 -5.49115
C 2.27000 -1.12740 -4.50255
C 1.32277 -2.16268 -3.92595
F 0.23431 -2.31161 -4.75037
O 2.09346 -3.34507 -4.04841
H 2.93104 -0.79320 -3.70747
H 1.72055 -0.31679 -4.96834
H 1.01154 -1.98326 -2.90667
O -7.46792 -0.10107 2.20685
C -6.64899 -0.84489 1.80631
O -5.36257 -0.51350 1.50671
C -4.91387 -1.49435 0.58723
C -5.67815 -2.73458 1.00445
F -5.08993 -3.40604 2.03897
O -6.86869 -2.16355 1.50366
H -5.26503 -1.20592 -0.40884
H -3.83363 -1.61053 0.57817
H -5.86084 -3.42455 0.18509
C -3.41981 2.17750 2.74494
N -4.79977 2.73318 2.71787
O -4.92503 3.83994 2.20791
O -5.66325 2.13195 3.30468
H -3.42736 1.14818 2.40104
H -3.09816 2.17852 3.78319
H -2.79898 2.82002 2.13499
C 4.08008 2.41395 -2.32978
N 2.89310 1.82062 -3.00752
O 2.75192 2.06907 -4.18728
O 2.13967 1.12917 -2.35006
H 3.98987 3.49462 -2.32717
H 4.94619 2.12303 -2.91679
H 4.09766 2.01059 -1.32460
C 0.46233 -0.16700 0.24799
N -0.84436 0.50107 0.48872
O -1.76518 -0.20870 0.84835
O -0.95949 1.68717 0.25336
H 0.27992 -0.93939 -0.49611
H 0.74114 -0.64784 1.18281
H 1.20672 0.53702 -0.10114
C -3.16813 5.01695 -0.04410
N -2.61914 3.94189 -0.90589
O -3.25951 2.92856 -1.05895
O -1.55251 4.15273 -1.47548
H -4.24711 4.99643 -0.17804
H -2.83296 5.99504 -0.36687
H -2.89926 4.76175 0.97657
C -2.61136 -1.70729 3.76976
N -3.84552 -1.53706 4.57579
O -4.21583 -0.38886 4.71703
O -4.38348 -2.51959 5.02891
H -2.67460 -0.96034 2.98320
H -2.56256 -2.66994 3.26782
H -1.73085 -1.56837 4.38877
```

Calculated values
- highest occupied orbital energy (eV) = -10.858
- LUMO level (eV) = -0.73
- electronic energy (eV) = -117479.25118
- structure (SMILES) = O=C1OC[C@@H](F)O1.O=C1OC[C@@H](F)O1.O=C1OC[C@@H](F)O1.O=C1OC[C@@H](F)O1.O=C1OC[C@@H](F)O1.O=C1OC[C@@H](F)O1.O=C1OC[C@@H](F)O1.C[N+](=O)[O-].C[N+](=O)[O-].C[N+](=O)[O-].C[N+](=O)[O-].C[N+](=O)[O-]
- relative energy (zero: lowest compared OMol25 entry of this formula, charge and spin) (kcal per mole) = 0.00
- charge = 0

# 3
One molecule with the formula C2H4OS in a non-equilibrium geometry, computed with ωB97M-V/def2-TZVPD.

The geometry in XYZ format:
```
8
Properties=species:S:1:pos:R:3
C 0.20029 0.17005 -0.61921
C 0.91447 -0.10347 0.62882
O -2.47662 -0.77891 0.01246
S -1.60892 0.42473 0.12984
H 0.42474 1.12348 -0.99804
H 0.18946 -0.54706 -1.44984
H 1.23121 -1.00437 1.12206
H 1.12537 0.71555 1.17392
```

Calculated values
- highest occupied orbital energy (alpha / beta) (eV) = -8.235 / -8.770
- LUMO level (alpha / beta) (eV) = -0.78 / -0.40
- electronic energy (eV) = -15018.23768
- relative energy (zero: lowest compared OMol25 entry of this formula, charge and spin) (kcal per mole) = 74.44
- charge = 0

# 4
A 2-piece molecular cluster, C7H14 overall, computed with ωB97M-V/def2-TZVPD.

The geometry in XYZ format:
```
21
Properties=species:S:1:pos:R:3
C 0.17549 -1.39307 0.14503
C 1.26685 -0.67743 -0.12687
C 1.29649 0.69789 -0.74859
C 0.39234 1.72286 -0.04729
C -1.10518 1.54331 -0.31616
C -1.75119 0.30268 0.30477
C -1.23556 -1.03143 -0.24449
H 0.29338 -2.33805 0.67084
H 2.23812 -1.09917 0.12672
H 2.32969 1.06273 -0.72793
H 1.01990 0.64131 -1.81226
H 0.58060 1.68291 1.03452
H 0.68133 2.73169 -0.37027
H -1.26861 1.51975 -1.40428
H -1.63566 2.43010 0.05424
H -1.61051 0.32047 1.39385
H -2.83358 0.34942 0.12553
H -1.90437 -1.83552 0.08206
H -1.30412 -1.01456 -1.34323
H 2.21434 -3.17167 1.52912
H 2.16023 -2.44423 1.67469
```

Calculated values
- highest occupied orbital energy (eV) = -9.100
- LUMO level (eV) = 1.23
- electronic energy (eV) = -7484.79025
- structure (SMILES) = C1=CCCCCC1.[H][H]
- relative energy (zero: lowest compared OMol25 entry of this formula, charge and spin) (kcal per mole) = 34.69
- charge = 0

# 5
A 10-piece molecular cluster, C24H43BCl2N3O29 overall in a non-equilibrium geometry, computed with ωB97M-V/def2-TZVPD.

The geometry in XYZ format:
```
102
Properties=species:S:1:pos:R:3
O -3.59680 -0.04974 -1.17057
C -2.53852 -0.28825 -0.67796
O -1.57061 0.57807 -0.42949
B -0.32135 -0.13694 -0.11378
O -0.69352 -1.57016 -0.11944
C -1.99733 -1.68752 -0.30996
O -2.61654 -2.71047 -0.25167
O 0.19779 0.21581 1.23759
C 1.42484 0.65304 1.14117
O 2.16585 0.92491 2.04646
C 1.83777 0.59366 -0.36200
O 0.73866 0.22528 -1.03132
O 2.87158 0.93059 -0.81754
Cl 2.36489 5.39591 1.87428
C 2.66716 3.87960 2.74936
C 3.54782 4.03756 3.95069
Cl 2.77881 5.04327 5.22717
H 2.99146 3.12769 2.03509
H 1.68238 3.55210 3.08748
H 4.50568 4.48305 3.69613
H 3.68904 3.07221 4.42933
C -1.73178 3.15429 1.55164
N -1.38026 4.59232 1.85605
O -0.72275 4.80839 2.84868
O -1.70113 5.43561 1.04174
H -0.84728 2.59464 1.26263
H -2.38748 3.27267 0.69642
H -2.11643 2.74172 2.47723
C 0.98551 1.32744 5.12343
N -0.44645 0.98097 4.91355
O -1.01212 1.44444 3.94990
O -0.94841 0.21833 5.72138
H 1.56239 0.89699 4.31121
H 1.26342 0.96475 6.10517
H 1.05810 2.41480 5.12782
C 0.11390 -2.48556 -3.64257
N 1.23627 -1.81207 -4.36693
O 2.26036 -1.62389 -3.75624
O 1.06983 -1.57029 -5.55012
H -0.82972 -2.04550 -3.95793
H 0.20032 -2.23800 -2.58865
H 0.25844 -3.53697 -3.85751
C -0.88644 -4.57559 1.55078
O 0.26294 -5.23852 2.10645
C 1.39396 -4.57756 2.29601
O 2.29841 -5.00548 2.95767
O 1.39623 -3.39145 1.66825
C 2.55925 -2.58691 1.75821
H -1.37921 -4.05971 2.37483
H -1.55568 -5.31062 1.11709
H -0.60813 -3.86746 0.78339
H 2.43783 -1.80242 2.50516
H 2.75784 -2.17320 0.77290
H 3.41433 -3.18741 2.07720
C -5.16000 -3.92451 1.67931
O -6.12481 -4.96124 1.62104
C -5.65410 -6.18876 1.85214
O -4.56701 -6.47313 2.24912
O -6.63920 -7.05059 1.54216
C -6.43579 -8.38625 1.92812
H -5.70711 -2.98112 1.68837
H -4.55733 -3.89086 0.77287
H -4.54484 -3.93120 2.57567
H -5.40237 -8.64146 2.16345
H -6.70964 -9.04651 1.09790
H -7.06211 -8.69347 2.76816
C 5.60084 0.95748 2.14317
O 5.32795 1.30691 0.77625
C 5.40068 2.57704 0.37566
O 5.01057 2.95180 -0.68384
O 5.86980 3.40088 1.34400
C 6.07229 4.75383 0.94373
H 5.47153 1.79153 2.82324
H 6.59926 0.52812 2.14896
H 4.84254 0.22389 2.41232
H 5.16352 5.31239 1.16791
H 6.33981 4.81421 -0.10724
H 6.88510 5.18419 1.52823
C 0.47408 1.91051 -4.41522
O 0.41803 2.72649 -3.24323
C 1.58754 2.98872 -2.64436
O 2.66555 2.63170 -2.99560
O 1.42080 3.73088 -1.54368
C 0.14575 4.18345 -1.16487
H 0.47426 2.58893 -5.27229
H -0.41923 1.29367 -4.45799
H 1.37464 1.30136 -4.42102
H -0.28196 4.88586 -1.88250
H 0.25428 4.69255 -0.21413
H -0.58224 3.37930 -1.03381
C -1.33422 -0.65416 -7.45091
O -2.35001 0.26437 -7.03499
C -2.91537 0.01453 -5.86213
O -2.55640 -0.80507 -5.05406
O -3.96168 0.82464 -5.73446
C -4.69630 0.74375 -4.49577
H -0.90039 -1.17462 -6.60072
H -0.57624 -0.08702 -7.97901
H -1.78858 -1.39901 -8.10697
H -3.99719 0.92345 -3.68085
H -5.20004 -0.20835 -4.36878
H -5.37976 1.58249 -4.57921
```

Calculated values
- highest occupied orbital energy (eV) = -7.803
- LUMO level (eV) = 2.16
- electronic energy (eV) = -115154.67720
- relative energy (zero: lowest compared OMol25 entry of this formula, charge and spin) (kcal per mole) = 0.00
- charge = -1

# 6
C42H47F6N5OZr as an isolated structure, computed with ωB97M-V/def2-TZVPD.

The geometry in XYZ format:
```
102
Properties=species:S:1:pos:R:3
Zr 0.39480 -0.24804 -0.21349
C -1.75001 2.01112 -2.33597
C -0.29210 2.09367 -2.65082
C 0.09241 2.75689 -3.81613
C 1.42816 2.92475 -4.10572
C 2.36750 2.47725 -3.18827
C 1.93266 1.83219 -2.04871
N 0.62090 1.58401 -1.80396
C 2.85467 1.48683 -0.95003
C 4.20366 1.80239 -0.94840
C 4.94672 1.54513 0.19248
C 4.33063 0.99928 1.30450
C 2.97779 0.70065 1.23501
N 2.27287 0.93421 0.12332
C 2.23458 0.08394 2.35104
C 2.75151 0.10923 3.62850
C 2.10304 -0.59354 4.63398
C 0.96810 -1.29702 4.30815
C 0.45566 -1.24327 3.01216
C -0.78181 -2.03741 2.73785
N 1.06570 -0.53926 2.04125
H -2.23168 2.94280 -2.63065
H -1.90857 1.85548 -1.27732
H -2.22659 1.20443 -2.89805
H -0.67228 3.14389 -4.47537
H 1.73964 3.43059 -5.00977
H 3.41669 2.65405 -3.36952
H 4.67871 2.24566 -1.80970
H 6.00323 1.77547 0.21477
H 4.91056 0.78724 2.18933
H 3.64311 0.67592 3.85156
H 2.49707 -0.60543 5.64103
H 0.45674 -1.89673 5.04861
H -0.55465 -3.10314 2.79672
H -1.21691 -1.82645 1.77203
H -1.51906 -1.83107 3.50996
C 1.26017 3.41676 1.81670
C -0.04560 2.90475 1.20134
C -0.72156 4.03143 0.40962
C -1.00766 2.34531 2.23387
C -1.24348 3.09785 3.37461
C -2.17661 2.69391 4.31127
C -2.89231 1.53504 4.09132
C -2.70099 0.74226 2.96173
C -3.59450 -0.48934 2.85596
C -3.72680 -1.24717 4.19090
C -4.99847 -0.08082 2.37733
C -1.73588 1.15682 2.01714
N -1.43980 0.41188 0.82206
C -2.44062 -0.08881 0.11589
C -2.25424 -0.79935 -1.06459
C -3.25090 -1.41441 -1.83289
C -2.63974 -1.84865 -2.98521
C -1.28293 -1.47131 -2.92639
N -1.01809 -0.85924 -1.73971
C -0.36620 -1.66233 -4.11933
C -0.17375 -3.17608 -4.32763
C 0.97542 -0.93326 -4.01121
C -1.08266 -1.09921 -5.36033
H 1.99057 3.63503 1.03327
H 1.68664 2.69603 2.51366
H 1.09290 4.34452 2.36106
H 0.19645 2.11185 0.48338
H -0.84743 4.90948 1.04280
H -1.71059 3.73557 0.05840
H -0.11004 4.31775 -0.45035
H -0.70422 4.02329 3.52675
H -2.34425 3.28185 5.20362
H -3.63182 1.23539 4.82164
H -3.17668 -1.19231 2.13360
H -4.52388 -0.82963 4.80505
H -2.81010 -1.21151 4.78032
H -3.98146 -2.29107 4.00581
H -5.50203 0.49827 3.15128
H -5.60276 -0.96580 2.17166
H -4.98042 0.54144 1.47970
H -3.46806 0.10243 0.39968
H -4.28948 -1.51451 -1.55615
H -3.12165 -2.36775 -3.79691
H 0.12774 -3.67595 -3.41020
H 0.57026 -3.36504 -5.10284
H -1.11140 -3.63103 -4.64842
H 1.46024 -1.07869 -3.05513
H 0.83258 0.13583 -4.17735
H 1.64693 -1.29566 -4.79069
H -2.01063 -1.63199 -5.56120
H -0.43579 -1.20315 -6.23246
H -1.32028 -0.04117 -5.22899
C 2.81188 -3.42681 -1.89259
C 2.19086 -2.82203 -0.63413
O 1.79318 -1.50298 -0.77165
C 0.93412 -3.65957 -0.18883
F 0.55158 -4.54235 -1.09255
F 1.04817 -4.29298 0.97199
F -0.14095 -2.77489 -0.04714
C 3.31224 -2.89182 0.45365
F 3.93137 -4.06196 0.47084
F 4.22794 -1.94332 0.17583
F 2.87534 -2.64969 1.70363
H 2.12613 -3.35536 -2.72947
H 3.05874 -4.47142 -1.71809
H 3.72176 -2.88005 -2.13531
```

Calculated values
- highest occupied orbital energy (eV) = -13.027
- LUMO level (eV) = -6.42
- electronic energy (eV) = -71394.28749
- relative energy (zero: lowest compared OMol25 entry of this formula, charge and spin) (kcal per mole) = 23.63
- charge = +2

Number 3 is which compound? C2H4OS

What is the formula in the sixth record? C42H47F6N5OZr